# 1
This record from the OMol25 dataset describes a structure of composition C16H46BeN3O6 in a non-equilibrium geometry. The level of theory is the ωB97M-V functional and the def2-TZVPD basis.

Output
Orbital gap (eV): 4.8536
Multiplicity: 1
Energy (eV): -34481.9495
Net charge: +1
HOMO energy (eV): -11.69

Each line ends with the Löwdin charge.
Element x y z (Å)
Be (-0.44514, 0.76080, -2.71777)  1.09
O (-0.27099, 1.20763, -0.24093)  -0.32
H (0.67604, 1.44755, -0.25141)  -0.06
C (-4.71212, 1.38747, 0.97850)  -0.08
C (-3.21380, 1.68425, 0.92116)  -0.35
O (-2.67537, 0.49184, 0.48047)  -0.11
H (-4.93449, 0.44689, 1.48243)  0.08
H (-5.06478, 1.28001, -0.04726)  0.07
H (-5.20035, 2.23866, 1.45306)  0.08
H (-2.76429, 1.82520, 1.90409)  0.11
H (-3.04000, 2.60370, 0.36214)  0.11
H (-1.75753, 0.61937, 0.22966)  -0.03
C (1.13283, 4.90046, 1.07895)  -0.06
C (-0.15306, 4.25256, 1.64520)  -0.33
O (-0.74531, 3.71384, 0.54875)  -0.11
H (1.75910, 5.24458, 1.90204)  0.07
H (0.93317, 5.64428, 0.30762)  0.08
H (1.77593, 4.12229, 0.66791)  0.05
H (-0.83891, 4.83460, 2.26078)  0.12
H (0.01090, 3.41331, 2.32112)  0.10
H (-0.50110, 2.79052, 0.45157)  0.00
C (3.92148, -0.86174, -3.30420)  -0.04
C (2.83171, 0.03173, -2.78824)  -0.42
C (2.61242, 1.27669, -3.60278)  -0.19
O (1.62240, 2.09856, -3.02341)  -0.20
C (1.98659, 2.68887, -1.77085)  -0.08
N (1.60718, -0.78640, -2.88456)  0.07
H (4.29295, -1.60083, -2.59437)  0.10
H (4.78338, -0.21708, -3.47642)  0.09
H (3.62882, -1.31849, -4.24962)  0.10
H (3.09063, 0.24915, -1.75200)  0.14
H (2.35320, 1.03984, -4.63467)  0.14
H (3.54576, 1.81034, -3.78222)  0.14
H (2.15440, 1.95612, -0.98153)  0.06
H (1.11831, 3.28001, -1.47975)  0.09
H (2.82145, 3.38611, -1.84146)  0.12
H (1.83187, -1.64951, -2.41059)  0.10
H (1.43135, -1.00962, -3.85376)  0.08
C (-1.61408, -3.11293, -3.08729)  -0.07
C (-1.96421, -2.55199, -1.70229)  -0.38
C (-1.78486, -3.70715, -0.62964)  -0.13
O (-2.95779, -4.59497, -0.78466)  -0.17
C (-3.11141, -5.49974, 0.32073)  -0.10
N (-1.02926, -1.45041, -1.53901)  0.05
H (-2.18493, -4.03037, -3.23053)  0.08
H (-0.59102, -3.48783, -3.11750)  0.08
H (-1.83618, -2.50260, -3.96266)  0.07
H (-2.96387, -2.12192, -1.64050)  0.15
H (-1.62982, -3.21350, 0.32972)  0.12
H (-0.85343, -4.24929, -0.79284)  0.12
H (-3.94999, -6.19552, 0.29332)  0.09
H (-3.25865, -4.99564, 1.27588)  0.08
H (-2.20651, -6.08011, 0.50082)  0.08
H (-0.19767, -1.99626, -1.36406)  0.06
H (-1.28003, -0.97829, -0.68208)  0.03
C (2.70944, 0.11314, 1.56599)  -0.06
C (1.69788, -0.73266, 2.32669)  -0.35
C (1.13776, -0.03323, 3.61101)  -0.18
O (0.25543, -0.94268, 4.28464)  -0.19
C (-0.37722, -0.31674, 5.36241)  -0.13
N (0.53574, -1.08059, 1.37849)  0.05
H (3.47363, 0.64912, 2.12886)  0.09
H (2.15466, 0.86057, 0.99882)  0.04
H (3.22668, -0.54053, 0.86366)  0.07
H (2.14118, -1.69345, 2.58835)  0.13
H (0.61382, 0.87558, 3.31495)  0.12
H (1.93747, 0.15142, 4.32828)  0.13
H (0.31261, -0.00348, 6.14606)  0.09
H (-1.14479, -0.93452, 5.82855)  0.09
H (-0.87513, 0.59861, 5.04251)  0.08
H (0.32947, -0.24943, 0.84302)  -0.01
H (-0.31955, -1.23618, 1.89267)  0.06


# 2
This record from the OMol25 dataset describes a cluster of 5 separate species, C16H46N3O18P4 in total in a non-equilibrium geometry. The level of theory is the ωB97M-V functional and the def2-TZVPD basis.

Output
Orbital gap (eV): 5.8679
Multiplicity: 1
Energy (eV): -95792.8967
Net charge: +1
HOMO energy (eV): -10.57

Each line ends with the Löwdin charge.
Element x y z (Å)
O (0.42488, -3.73893, 2.38436)  0.04
N (0.18226, -4.15673, 3.53164)  0.02
O (-0.75544, -5.10158, 3.35650)  -0.07
C (-0.32578, -6.41745, 3.88558)  -0.19
C (0.05724, -6.37184, 5.50966)  -0.12
N (1.45875, -6.89252, 5.80533)  -0.11
C (2.47378, -6.29963, 4.85099)  -0.19
C (2.14140, -6.72806, 3.29437)  -0.11
N (0.70669, -7.12895, 3.04092)  0.07
H (-1.30496, -7.10056, 3.84147)  0.20
H (-0.12048, -5.28693, 5.93076)  0.14
H (-0.67944, -7.10899, 6.09170)  0.15
H (1.71897, -6.69537, 6.81822)  0.14
H (2.57193, -5.12058, 5.00096)  0.14
H (3.53523, -6.77216, 5.12500)  0.15
H (2.93850, -7.53837, 2.94478)  0.16
H (2.32518, -5.74202, 2.64634)  0.15
H (0.44447, -7.07200, 2.01095)  0.22
H (0.62991, -8.16280, 3.28101)  0.21
C (1.31361, 1.25503, -1.64192)  -0.11
O (1.24304, 0.08996, -0.86131)  -0.31
P (-0.09998, -1.00044, -0.84799)  0.76
O (0.32498, -1.54826, -2.21381)  -0.24
O (-1.16006, 0.23875, -1.10210)  -0.29
C (-1.34875, 1.22792, -0.11218)  -0.14
O (-1.44300, -2.09083, -0.83467)  -0.26
C (-1.90859, -2.39224, 0.46470)  -0.16
H (2.33645, 1.37353, -2.00637)  0.10
H (0.62702, 1.21354, -2.49339)  0.08
H (1.09631, 2.11780, -1.00804)  0.09
H (-1.18367, 2.20628, -0.57300)  0.07
H (-0.66087, 1.10729, 0.72768)  0.09
H (-2.37815, 1.18912, 0.24624)  0.09
H (-2.24128, -1.48126, 0.96702)  0.09
H (-1.10885, -2.86182, 1.04488)  0.04
H (-2.74885, -3.08620, 0.38741)  0.09
C (-1.88910, 1.65269, -4.00900)  -0.13
O (-2.40087, 2.69966, -4.79236)  -0.29
P (-3.53162, 3.88185, -4.22960)  0.76
O (-2.41835, 4.57852, -3.44127)  -0.23
O (-4.24974, 2.77922, -3.23340)  -0.28
C (-4.95081, 1.68028, -3.77639)  -0.14
O (-4.66236, 5.06404, -3.66684)  -0.27
C (-5.78210, 5.21808, -4.51444)  -0.16
H (-0.83716, 1.50433, -4.26296)  0.10
H (-1.97787, 1.86725, -2.93933)  0.07
H (-2.41497, 0.73035, -4.26620)  0.09
H (-4.54316, 0.76551, -3.33615)  0.09
H (-4.85640, 1.62725, -4.86329)  0.09
H (-6.00381, 1.75133, -3.50109)  0.09
H (-6.32872, 4.27573, -4.59243)  0.07
H (-5.45333, 5.53662, -5.50798)  0.08
H (-6.44150, 5.98123, -4.09446)  0.09
C (-2.60113, 4.15021, 1.27017)  -0.13
O (-1.75722, 4.03599, 2.38662)  -0.30
P (-2.25361, 3.43979, 3.93291)  0.76
O (-2.26341, 2.00987, 3.38388)  -0.25
O (-3.76515, 4.07268, 3.73640)  -0.28
C (-3.95029, 5.47186, 3.69132)  -0.14
O (-2.75000, 2.84359, 5.47920)  -0.26
C (-2.39398, 3.69419, 6.54957)  -0.16
H (-2.03712, 3.88394, 0.37346)  0.08
H (-3.47602, 3.49806, 1.35612)  0.10
H (-2.90292, 5.19451, 1.16172)  0.09
H (-4.49339, 5.71378, 2.77300)  0.09
H (-3.00195, 6.01377, 3.69954)  0.09
H (-4.56005, 5.78350, 4.54026)  0.09
H (-2.86417, 4.67230, 6.42664)  0.08
H (-1.30675, 3.80984, 6.58471)  0.08
H (-2.73627, 3.24708, 7.48579)  0.09
C (7.66166, 1.22342, -5.65134)  -0.14
O (6.36861, 0.69732, -5.49984)  -0.30
P (5.57172, 0.47897, -3.97992)  0.76
O (5.32280, 1.98754, -3.88817)  -0.23
O (7.00499, 0.15130, -3.23006)  -0.28
C (7.72637, -1.01857, -3.55414)  -0.15
O (4.77483, 0.26062, -2.46001)  -0.28
C (4.24127, -1.03606, -2.28701)  -0.17
H (7.68257, 1.85608, -6.54150)  0.10
H (7.96320, 1.81272, -4.77960)  0.10
H (8.35889, 0.40064, -5.82538)  0.08
H (8.74347, -0.72549, -3.83055)  0.09
H (7.27355, -1.56561, -4.38406)  0.09
H (7.78390, -1.66288, -2.67597)  0.08
H (5.03867, -1.78112, -2.33115)  0.07
H (3.50298, -1.23985, -3.06808)  0.08
H (3.75337, -1.09064, -1.31102)  0.08


# 3
This record from the OMol25 dataset describes a structure of composition C16H47N2O11Pd in a non-equilibrium geometry. The level of theory is the ωB97M-V functional and the def2-TZVPD basis.

Output
Orbital gap (alpha / beta) (eV): 8.3424 / 5.9616
Multiplicity: 3
Energy (eV): -46326.2184
Net charge: +1
HOMO energy (alpha / beta) (eV): -11.17 / -11.15
⟨S²⟩: 2.003

Each line ends with the Löwdin charge.
Element x y z (Å)
Pd (19.42611, 31.64006, 11.72421)  1.20
O (18.47632, 33.29169, 12.48211)  -0.39
H (18.33920, 33.10896, 13.42130)  -0.04
C (19.84899, 27.22209, 11.93987)  -0.04
C (19.33656, 28.64792, 11.97042)  -0.41
C (19.09206, 29.07797, 13.40571)  -0.18
O (18.61077, 30.42251, 13.45703)  -0.28
C (18.26615, 30.77862, 14.81341)  -0.02
N (20.22593, 29.60512, 11.24740)  0.00
H (20.14558, 26.91953, 10.93669)  0.09
H (19.06796, 26.55169, 12.29890)  0.10
H (20.70748, 27.10069, 12.60511)  0.09
H (18.34195, 28.68855, 11.51517)  0.14
H (19.99820, 28.98712, 14.01698)  0.14
H (18.30467, 28.42860, 13.79716)  0.14
H (17.56808, 30.03842, 15.20727)  0.11
H (17.74527, 31.72808, 14.76915)  0.07
H (19.15038, 30.82878, 15.44647)  0.08
H (20.34496, 29.18615, 10.32460)  0.11
H (21.17611, 29.51107, 11.61759)  0.11
C (20.25258, 35.73730, 10.18679)  -0.05
C (21.43370, 35.16663, 10.97634)  -0.43
C (22.60941, 36.10822, 10.94498)  -0.21
O (22.96807, 36.29284, 9.57947)  -0.21
C (24.03404, 37.21993, 9.42037)  -0.10
N (21.05249, 34.82757, 12.38580)  0.07
H (20.52433, 35.87759, 9.13263)  0.08
H (19.97055, 36.73571, 10.53154)  0.09
H (19.37274, 35.08765, 10.16710)  0.05
H (21.71792, 34.24561, 10.45980)  0.11
H (23.46264, 35.59264, 11.41192)  0.13
H (22.43632, 37.06438, 11.44797)  0.13
H (24.03707, 37.50125, 8.36468)  0.09
H (24.99275, 36.73389, 9.61772)  0.09
H (23.85327, 38.12639, 9.99887)  0.09
H (20.92654, 35.74610, 12.81920)  0.08
H (20.08174, 34.54248, 12.26389)  0.00
C (17.78883, 32.31795, 9.36254)  -0.17
C (19.15454, 32.25114, 8.70825)  -0.17
O (20.18346, 32.30221, 9.73781)  -0.16
O (17.67604, 31.23779, 10.33201)  -0.13
H (17.05667, 32.16980, 8.56953)  0.14
H (17.63217, 33.26471, 9.87911)  0.10
H (19.26621, 33.08895, 8.01916)  0.14
H (19.30527, 31.29921, 8.19412)  0.13
H (21.01948, 32.47120, 9.29060)  0.11
H (17.13400, 30.54012, 9.95315)  0.11
C (18.02567, 35.77185, 16.86465)  -0.23
C (17.59963, 35.08934, 15.59549)  -0.22
O (18.71808, 35.15444, 14.71070)  -0.08
O (19.04783, 35.04779, 17.54304)  -0.05
H (17.16603, 35.85574, 17.54390)  0.13
H (18.36121, 36.78398, 16.65581)  0.13
H (16.70343, 35.56574, 15.19105)  0.13
H (17.40501, 34.03061, 15.81769)  0.12
H (18.54423, 34.63557, 13.92256)  0.03
H (18.65610, 34.24510, 17.89973)  0.09
C (22.25006, 31.62947, 15.68320)  -0.26
C (21.27294, 32.65777, 16.16612)  -0.28
O (20.81301, 33.43788, 15.10325)  -0.07
O (23.19867, 32.22063, 14.82015)  -0.05
H (21.71665, 30.83549, 15.12186)  0.10
H (22.72075, 31.13104, 16.53472)  0.12
H (21.71661, 33.26281, 16.96970)  0.13
H (20.43306, 32.13609, 16.66389)  0.11
H (20.16311, 34.08371, 15.42074)  0.05
H (24.02665, 31.73990, 14.89369)  0.09
C (15.12534, 34.38789, 11.65564)  -0.23
C (15.06888, 33.00212, 12.25066)  -0.24
O (15.78862, 32.90002, 13.46400)  -0.07
O (16.43790, 34.86628, 11.38874)  -0.09
H (14.64190, 35.08625, 12.35114)  0.12
H (14.56024, 34.45520, 10.72178)  0.12
H (15.45964, 32.24966, 11.54455)  0.11
H (14.03386, 32.70588, 12.42452)  0.12
H (16.71722, 33.02260, 13.25042)  0.00
H (17.14783, 34.33930, 11.79455)  0.01